{"formula": "C6H14N2O2", "method": "the ωB97M-V functional and the def2-TZVPD basis", "elements": ["C", "C", "C", "C", "N", "H", "H", "H", "H", "H", "H", "H", "H", "H", "H", "H", "C", "C", "N", "O", "O", "H", "H", "H"], "coordinates": [[0.82, -0.44, -1.18], [-0.72, 0.80, -1.33], [2.13, 0.30, -1.04], [0.78, -1.82, -0.58], [-1.91, 0.20, -1.65], [0.63, -0.58, -2.25], [-2.05, -0.06, -2.61], [-2.25, -0.47, -0.97], [-0.76, 1.36, -0.39], [-0.27, 1.40, -2.12], [1.03, -1.83, 0.48], [2.89, -0.16, -1.67], [2.03, 1.35, -1.32], [2.50, 0.25, -0.02], [-0.18, -2.31, -0.74], [1.53, -2.45, -1.07], [-1.14, 0.63, 3.06], [-0.89, 0.06, 1.67], [0.28, 0.57, 1.09], [0.66, 1.74, 1.27], [-1.52, -0.87, 1.20], [-1.09, 1.72, 3.02], [-2.12, 0.30, 3.40], [-0.37, 0.28, 3.75]], "nbo_charge": [-0.20, -0.14, -0.64, -0.63, -0.84, 0.18, 0.37, 0.39, 0.16, 0.20, 0.20, 0.21, 0.21, 0.21, 0.22, 0.20, -0.72, 0.61, 0.06, -0.26, -0.52, 0.24, 0.24, 0.25], "charge": 0, "e_tot_ev": -13519.0591, "homo_lumo_gap_ev": [6.46, 6.41], "relative_energy_kcal_mol": 151.4, "fmax_ev_per_a": 3.66, "e_lumo_ev": [-1.4, -1.5]}